# 1
Below is a 2-piece molecular cluster, C13H19N overall, with properties calculated with wB97M-V/def2-TZVPD.

```
33
Properties=species:S:1:pos:R:3:forces:R:3
C 2.006 1.717 1.684 -0.07 -0.96 -0.01
C 1.018 0.648 2.174 -0.92 0.56 0.68
C -0.172 0.438 1.279 0.56 -0.37 -0.04
C -0.475 1.242 0.233 0.16 -0.14 -0.30
N -1.672 0.853 -0.350 0.45 -0.34 -0.08
C -2.065 -0.316 0.252 -0.11 -0.33 0.22
C -3.169 -1.121 -0.016 0.04 0.29 0.02
C -3.385 -2.206 0.814 0.33 -0.44 -0.86
C -2.414 -2.598 1.743 -0.34 0.51 0.87
C -1.339 -1.774 2.042 -0.27 -0.30 0.01
C -1.149 -0.622 1.285 -0.27 0.65 0.05
H 2.222 1.587 0.625 0.15 0.08 0.00
H 2.933 1.582 2.237 0.12 0.36 0.01
H 1.592 2.709 1.836 0.09 0.13 0.05
H 1.457 -0.288 2.516 0.34 -0.13 -0.50
H 0.600 1.054 3.107 0.05 -0.11 0.05
H 0.269 1.855 -0.247 -0.59 0.74 -0.07
H -2.088 1.208 -1.191 0.19 0.11 -0.04
H -3.768 -0.891 -0.890 -0.38 -0.06 0.29
H -4.255 -2.836 0.673 0.06 0.01 -0.11
H -2.606 -3.482 2.340 0.12 0.03 -0.02
H -0.702 -1.997 2.886 0.21 -0.13 -0.10
C 2.413 -0.076 -1.458 0.19 0.11 1.31
C 1.880 0.822 -2.557 -0.58 0.54 0.19
C 0.504 0.248 -2.980 0.70 0.55 -0.48
H 2.539 -1.132 -1.688 0.18 0.01 -0.56
H 1.673 -0.088 -0.652 -0.20 -0.06 -0.14
H 3.294 0.276 -0.911 0.28 0.02 -0.61
H 1.737 1.837 -2.164 -0.02 -0.16 0.26
H 2.564 1.008 -3.385 0.01 -0.50 -0.14
H -0.244 0.998 -3.255 0.21 0.10 0.09
H 0.659 -0.358 -3.874 -0.31 -0.44 0.31
H 0.144 -0.298 -2.112 -0.37 -0.36 -0.37
```
Forces are in eV/Å.

## Properties
largest force on an atom: 0.026 Eh/bohr
HOMO-LUMO gap: 8.76 eV
energy above the lowest of the compared OMol25 structures with the same formula, charge and spin: 16.8 kcal/mol
SMILES: CCc1c[nH]c2ccccc12.CCC
LUMO energy: 0.95 eV
HOMO: -7.81 eV
multiplicity: 1
total charge: 0

These are the Löwdin partial charges, in e, on atoms 1 to 8:
1. C -0.0960
2. C -0.1970
3. C -0.1951
4. C -0.0766
5. N 0.0876
6. C -0.2218
7. C -0.0258
8. C -0.1016

=====

# 2
Below is one molecule with the formula C13H19N3O6S, with properties calculated with wB97M-V/def2-TZVPD.

```
42
Properties=species:S:1:pos:R:3:forces:R:3
C 2.136 0.917 4.650 -0.19 -0.34 -0.35
C 1.524 0.316 3.389 0.31 0.70 -0.12
O 0.591 -0.656 3.788 -0.35 -0.22 0.04
C 0.847 1.422 2.542 0.32 -0.32 0.36
N 0.326 0.864 1.314 -0.45 -0.11 0.21
C 1.035 0.710 0.172 -0.03 0.23 -0.16
C 1.998 1.652 -0.255 -0.08 -0.16 0.15
C 2.618 1.533 -1.471 0.05 -0.25 -0.29
C 2.315 0.460 -2.313 -0.69 -0.01 1.17
N 2.951 0.346 -3.588 0.20 -0.04 -0.48
O 3.826 1.146 -3.855 0.18 0.12 -0.10
O 2.572 -0.538 -4.330 -0.01 -0.18 -0.19
C 1.396 -0.501 -1.906 0.47 0.16 -0.54
C 0.769 -0.374 -0.690 -0.46 -0.54 0.36
S -0.362 -1.700 -0.247 -0.15 0.19 -0.04
O 0.066 -2.894 -0.895 0.05 0.04 -0.34
O -0.510 -1.718 1.192 -0.17 0.04 -0.18
N -1.845 -1.296 -0.873 0.76 -0.52 0.49
C -2.541 -0.182 -0.267 -0.41 0.41 0.24
C -3.996 -0.206 -0.748 0.23 0.00 0.28
O -4.065 -0.168 -2.152 -0.06 0.16 -0.13
C -3.400 -1.272 -2.722 0.30 -0.14 -0.02
C -1.924 -1.286 -2.319 -0.18 -0.07 -0.60
H 2.592 0.127 5.239 0.07 -0.04 0.09
H 2.891 1.655 4.396 0.09 0.10 0.00
H 1.357 1.383 5.247 -0.09 0.10 0.10
H 2.317 -0.142 2.775 -0.10 0.07 0.06
H 0.291 -1.182 3.032 0.17 0.03 0.08
H 0.005 1.831 3.107 0.12 0.06 0.04
H 1.559 2.219 2.336 -0.05 0.04 0.01
H -0.296 0.081 1.503 0.17 0.36 -0.02
H 2.234 2.490 0.379 0.01 0.09 0.04
H 3.343 2.262 -1.801 0.01 0.04 0.02
H 1.199 -1.364 -2.524 0.04 -0.02 -0.10
H -2.499 -0.308 0.814 -0.12 0.14 -0.01
H -2.077 0.776 -0.552 -0.05 -0.04 0.05
H -4.533 0.673 -0.389 0.07 -0.10 0.07
H -4.481 -1.118 -0.372 0.01 0.08 0.01
H -3.501 -1.167 -3.803 0.06 -0.09 0.07
H -3.874 -2.207 -2.393 0.03 0.04 -0.06
H -1.429 -2.186 -2.681 -0.07 0.05 -0.18
H -1.425 -0.395 -2.731 -0.04 -0.06 -0.01
```
Forces are in eV/Å.

## Properties
largest force on an atom: 0.026 Eh/bohr
HOMO-LUMO gap: 8.34 eV
energy above the lowest of the compared OMol25 structures with the same formula, charge and spin: 82.5 kcal/mol
SMILES: C[C@@H](O)CNc1ccc([N+](=O)[O-])cc1S(=O)(=O)N1CCOCC1
LUMO energy: -0.52 eV
HOMO: -8.85 eV
multiplicity: 1
total charge: 0

These are the Löwdin partial charges, in e, on atoms 1 to 8:
1. C -0.0418
2. C -0.4305
3. O -0.0223
4. C -0.1274
5. N 0.0405
6. C -0.2268
7. C 0.0109
8. C 0.0227

=====

# 3
Below is C13H19N5O4S2 as an isolated structure, with properties calculated with wB97M-V/def2-TZVPD.

```
43
Properties=species:S:1:pos:R:3:forces:R:3
N 0.413 1.605 3.467 -0.47 -1.24 -0.73
C 0.040 0.376 3.484 0.26 0.50 0.55
N 0.318 -0.399 4.702 -0.49 0.69 -0.85
N -0.649 -0.271 2.384 1.75 -0.28 0.28
C 0.350 -0.466 1.252 -0.45 -0.09 -0.11
C 1.223 -1.742 1.545 -0.23 -0.23 -0.72
C 2.505 -1.937 0.620 0.59 -0.02 0.81
C 3.066 -0.624 -0.063 -0.21 -0.72 -0.87
C 2.335 -0.274 -1.443 -0.39 -0.97 -0.07
C 1.815 -1.311 -2.337 0.05 3.51 -0.10
C 1.112 -0.897 -3.616 0.28 2.14 0.37
C 0.925 0.497 -4.022 1.32 -2.15 2.65
C 1.472 1.532 -3.059 -0.29 0.40 -0.61
N 1.354 2.913 -3.289 1.47 -2.64 3.01
S 2.078 3.560 -1.921 -0.06 -0.72 -0.57
N 2.610 2.270 -1.018 -1.93 -0.98 -2.99
C 2.183 1.182 -1.766 -0.71 -0.93 -1.39
H 0.165 2.006 2.551 -0.12 0.07 0.46
H 1.287 -0.740 4.652 -0.59 0.09 -0.01
H 0.291 0.300 5.454 0.21 -0.42 -0.29
H -0.932 -1.220 2.648 0.01 0.48 0.31
H 0.922 0.494 1.186 -0.34 -1.03 -0.09
H -0.225 -0.600 0.293 0.63 0.17 0.87
H 1.504 -1.781 2.637 -0.19 0.18 -1.16
H 0.553 -2.637 1.347 0.67 0.98 0.47
H 3.327 -2.313 1.307 -0.88 0.34 -0.84
H 2.320 -2.777 -0.104 0.23 1.03 0.55
H 4.168 -0.783 -0.281 -1.22 0.19 0.17
H 3.016 0.217 0.677 -0.05 -0.58 -0.93
H 1.913 -2.407 -2.124 -0.06 1.40 -0.11
H 0.707 -1.726 -4.258 0.46 1.06 0.67
H 0.385 0.778 -4.962 0.68 -0.23 1.21
C -4.343 1.469 0.102 -0.49 -0.16 0.25
C -3.765 0.107 0.434 0.57 0.25 0.69
O -3.780 -0.620 -0.790 -0.51 0.31 -0.57
S -3.546 0.407 -2.007 0.14 0.10 0.34
O -2.162 0.373 -2.343 -0.49 0.09 -0.27
O -4.584 0.221 -2.960 0.49 -0.07 0.09
O -3.824 1.775 -1.194 0.31 -0.50 -0.19
H -5.433 1.433 0.040 0.03 0.01 0.00
H -4.047 2.233 0.820 0.14 0.02 -0.21
H -4.344 -0.412 1.196 -0.03 -0.13 -0.22
H -2.724 0.185 0.759 -0.09 0.08 0.16
```
Forces are in eV/Å.

## Properties
largest force on an atom: 0.083 Eh/bohr
HOMO-LUMO gap: 7.84 eV
energy above the lowest of the compared OMol25 structures with the same formula, charge and spin: 88.0 kcal/mol
LUMO energy: -0.79 eV
HOMO: -8.63 eV
multiplicity: 1
total charge: 0

These are the Löwdin partial charges, in e, on atoms 1 to 8:
1. N 0.1170
2. C -0.5162
3. N 0.0597
4. N 0.0002
5. C -0.1979
6. C -0.1680
7. C -0.1946
8. C -0.1532

=====

# 4
Below is C13H20AlCl3NO7 as an isolated structure, with properties calculated with wB97M-V/def2-TZVPD.

```
45
Properties=species:S:1:pos:R:3:forces:R:3
C 1.575 2.867 0.731 -0.62 -0.24 0.38
C 1.557 1.354 0.576 0.56 1.27 -0.76
C 2.962 0.957 0.084 0.44 0.18 0.64
C 3.985 0.447 1.127 -0.02 -0.28 -0.68
O 4.984 -0.300 0.477 0.13 -0.10 -0.07
C 0.554 0.720 -0.406 -0.37 -0.35 2.08
C 0.566 -0.739 -0.004 0.35 -1.06 0.60
C 0.741 -0.678 1.546 -0.47 0.69 0.03
N 1.096 0.738 1.866 0.44 0.47 -1.15
H 1.858 3.336 -0.200 0.00 0.12 -0.11
H 0.611 3.267 1.053 -0.09 0.14 0.01
H 2.321 3.116 1.482 0.07 0.08 0.09
H 3.379 1.861 -0.347 0.10 0.08 -0.18
H 2.937 0.252 -0.730 -0.19 -0.44 -0.10
H 3.501 -0.142 1.904 0.05 0.06 0.26
H 4.515 1.291 1.552 -0.12 0.04 0.44
H 4.612 -1.111 0.109 0.06 0.12 0.00
H 0.990 0.967 -1.565 -0.06 0.36 -1.42
H -0.476 1.054 -0.328 0.05 0.62 -0.42
H 1.398 -1.313 -0.390 0.02 0.00 -0.42
H -0.364 -1.277 -0.149 -0.06 0.03 -0.76
H 1.464 -1.365 1.970 0.20 0.04 0.09
H -0.225 -0.877 2.032 0.07 -0.33 0.20
H 0.252 1.266 2.178 1.18 -0.06 0.04
H 1.764 0.873 2.799 0.52 -1.11 0.62
C -3.912 -0.285 -0.965 0.16 0.08 0.11
C -4.947 -0.515 -1.771 -0.09 -0.06 0.01
C -6.088 -1.372 -1.326 0.12 0.02 0.06
O -7.024 -1.584 -2.049 -0.05 0.00 -0.04
C -6.013 -1.950 0.047 -0.03 0.01 -0.08
C -4.968 -1.709 0.839 0.11 -0.03 0.11
C -3.870 -0.866 0.377 -0.25 -0.14 -0.17
O -2.900 -0.658 1.142 0.64 0.85 0.12
H -3.071 0.329 -1.269 -0.01 -0.02 -0.03
H -5.013 -0.103 -2.770 -0.02 -0.01 -0.01
H -6.846 -2.568 0.355 -0.01 0.00 -0.01
H -4.884 -2.115 1.838 0.01 0.00 0.00
O 1.240 -0.477 -2.810 -0.04 0.53 0.13
Cl 2.398 -1.388 -3.136 0.59 -0.48 0.95
O 3.237 -1.365 -1.953 -0.30 0.12 -0.03
O 3.104 -0.889 -4.245 -0.17 0.38 -0.40
O 1.895 -2.695 -3.329 -0.43 -0.07 -0.23
Cl 2.385 0.213 4.254 -0.28 0.34 -0.21
Al -1.610 0.972 1.633 -2.61 -0.65 0.07
Cl 0.331 2.459 -2.229 0.45 -1.21 0.23
```
Forces are in eV/Å.

## Properties
largest force on an atom: 0.052 Eh/bohr
HOMO-LUMO gap: 3.46 eV
LUMO energy: -8.81 eV
HOMO: -12.27 eV
multiplicity: 1
total charge: +1

These are the Löwdin partial charges, in e, on atoms 1 to 8:
1. C -0.0244
2. C -0.4750
3. C -0.0827
4. C -0.2279
5. O -0.0294
6. C -0.2454
7. C -0.1112
8. C -0.1374

=====

# 5
Below is a 3-piece molecular cluster, C13H20B3FN2O7 overall, with properties calculated with wB97M-V/def2-TZVPD.

```
46
Properties=species:S:1:pos:R:3:forces:R:3
O -1.744 2.990 3.367 0.59 0.02 -0.03
C -1.149 2.427 2.504 -0.66 -0.26 -0.73
O 0.234 2.156 2.609 -1.47 -1.19 -1.14
B 0.550 0.958 1.896 0.20 1.19 0.39
O 1.287 1.100 0.703 -1.72 -1.95 0.75
B 0.843 0.144 -0.246 0.19 0.31 -0.69
O 0.309 -1.120 0.081 0.59 1.52 1.67
B 0.136 -1.292 1.450 -0.61 -1.96 0.70
F -0.030 -2.585 1.913 0.18 2.16 -0.57
O 0.073 -0.268 2.397 0.94 0.37 -1.88
C -1.946 1.922 1.223 0.32 -0.42 -1.16
C -1.753 2.538 -0.119 -1.63 -2.49 0.76
C -2.521 1.978 -1.283 0.67 -0.23 3.61
C -3.420 0.868 -0.994 0.58 0.73 0.52
C -3.614 0.289 0.331 1.52 1.63 -0.02
C -2.851 0.807 1.461 -0.26 0.57 -2.20
H 0.892 0.467 -1.386 0.17 -0.21 0.10
H -1.009 3.365 -0.157 -0.77 -0.76 -0.43
H -2.356 2.420 -2.290 -0.28 -0.61 0.94
H -4.002 0.461 -1.852 0.50 0.27 0.86
H -4.336 -0.544 0.498 0.74 0.81 -0.31
H -2.981 0.346 2.472 0.25 0.65 -1.01
C 1.672 6.148 -3.400 -0.38 -0.11 -0.33
N 0.990 4.869 -3.332 0.14 -0.22 0.32
C 1.217 3.842 -2.469 -0.15 -0.08 -0.17
C 2.308 4.029 -1.444 0.04 -0.11 0.09
O 0.553 2.818 -2.537 -0.01 0.09 0.05
H 0.938 6.943 -3.255 0.19 0.15 0.01
H 2.121 6.252 -4.389 0.11 0.20 0.09
H 2.447 6.236 -2.644 -0.07 -0.09 -0.02
H 0.250 4.685 -3.992 0.06 0.03 0.02
H 2.381 3.137 -0.824 -0.13 0.02 -0.10
H 3.268 4.185 -1.940 -0.02 0.13 0.10
H 2.079 4.880 -0.800 0.15 0.03 -0.05
C 0.767 -5.155 0.534 -0.43 -0.20 -0.46
N 0.089 -6.436 0.606 0.23 -0.23 0.34
C 0.296 -7.448 1.492 -0.26 -0.15 -0.21
C 1.358 -7.238 2.543 0.05 -0.06 0.10
O -0.361 -8.475 1.424 0.10 0.05 0.08
H 0.027 -4.366 0.644 0.23 0.09 -0.02
H 1.243 -5.069 -0.446 0.13 0.19 0.09
H 1.522 -5.048 1.308 -0.09 -0.08 -0.01
H -0.632 -6.635 -0.071 0.05 0.03 0.04
H 1.419 -8.118 3.180 -0.11 0.00 -0.13
H 2.331 -7.085 2.070 -0.02 0.13 0.10
H 1.108 -6.376 3.165 0.15 0.03 -0.05
```
Forces are in eV/Å.

## Properties
largest force on an atom: 0.071 Eh/bohr
HOMO-LUMO gap: 9.54 eV
SMILES: O=C(OB1OBOB(F)O1)c1ccccc1.CNC(C)=O.CNC(C)=O
LUMO energy: 0.30 eV
HOMO: -9.24 eV
multiplicity: 1
total charge: 0

These are the Löwdin partial charges, in e, on atoms 1 to 8:
1. O 0.1635
2. C -0.3699
3. O 0.2035
4. B -0.6137
5. O 0.2597
6. B -0.2716
7. O 0.2850
8. B -0.6316